Record 1
Here is a molecular structure, C30H27N7O6PrS4 from OMol25. Energies are from the ωB97M-V functional and the def2-TZVPD basis.

Output
net charge: -1
multiplicity: 3
expectation value of S²: 2.002
HOMO-LUMO gap: 6.450 eV

Geometry (Å):
Pr 1.536 -0.243 -1.983
S -3.283 -2.804 3.303
S 0.119 0.965 0.222
S 0.720 -3.166 -0.839
S -1.720 -2.634 0.777
O 3.346 1.220 -1.833
O -0.389 -0.126 -0.666
O 2.929 -0.638 -4.073
O 3.953 3.270 -1.136
O 1.117 -1.813 -3.660
O -0.404 2.274 -0.106
N -6.048 7.222 -5.574
N 0.401 1.569 -3.380
N 0.301 -3.770 1.802
N -0.710 3.337 -4.059
N 1.677 0.794 0.199
N 3.586 -1.818 -1.257
N -0.724 -3.695 2.749
C -0.465 0.603 1.835
C 0.909 -4.192 4.460
C -1.817 4.161 -4.370
C -1.399 0.013 4.388
C -0.403 -4.265 4.013
C 0.285 -5.389 6.453
C 0.636 3.579 -4.328
C -2.811 5.877 -5.712
C 4.271 -2.447 -2.414
C -2.989 4.043 -3.629
C 1.306 2.490 -3.886
C -1.598 1.242 2.313
C -4.078 4.832 -3.948
C -1.370 -4.913 4.763
C 2.381 -1.738 -3.828
C -3.990 5.748 -4.991
C -5.138 6.572 -5.319
C -0.256 -0.604 3.887
C 3.238 -2.920 -3.442
C -1.882 -3.109 2.409
C -1.018 -5.469 5.985
C -2.056 0.937 3.587
C -1.722 5.080 -5.405
C -0.779 2.103 -3.495
C 2.484 2.039 0.251
C 1.249 -4.752 5.680
C -0.115 -3.240 0.686
C -1.914 -0.346 5.753
C 0.216 -0.322 2.620
C 3.350 2.220 -1.001
H 1.845 2.921 0.343
H -1.111 -0.336 6.491
H -2.746 6.592 -6.520
H 4.894 -1.684 -2.881
H -1.773 -5.976 6.570
H -2.109 1.969 1.702
H 4.241 -1.256 -0.716
H -2.946 1.426 3.966
H 3.153 -2.532 -0.659
H 0.981 4.509 -4.735
H -3.045 3.366 -2.790
H 2.272 -4.690 6.023
H 1.104 -0.807 2.236
H -1.701 1.646 -3.187
H -2.690 0.343 6.082
H 3.147 2.025 1.121
H 2.366 2.286 -3.881
H -2.339 -1.353 5.733
H -0.811 5.160 -5.980
H 0.552 -5.824 7.406
H 2.602 -3.705 -3.029
H 4.903 -3.291 -2.121
H -2.384 -4.970 4.396
H 1.653 -3.712 3.840
H 0.263 -1.326 4.501
H -4.992 4.745 -3.377
H 3.743 -3.301 -4.333

Forces on atoms 1 to 2 (eV/Å):
Pr 0.700 -0.645 -0.032
S 0.341 -0.121 -0.178

In the Mulliken picture, each atom carries the following charge in e: 0.545, -0.341, 2.098, -0.388, -0.075, -0.499, -0.670, -0.644, -0.750, -0.679, -0.818, -0.512, -0.036, -0.911, 0.293, -0.191, -0.312, 0.799, -0.191, -0.044, 1.118, 0.872, 0.302, -0.446, -0.484, -0.895, -0.704, -0.365, -0.738, -0.499, -0.907, -0.592, 1.075, 0.452, 0.068, -0.774, -0.610, 0.072, -0.666, -0.910, -0.434, -0.453, -0.508, -0.715, 0.187, -1.311, -0.540, 0.427, 0.322, 0.343, 0.426, 0.345, 0.376, 0.508, 0.236, 0.307, 0.166, 0.407, 0.435, 0.357, 0.408, 0.476, 0.386, 0.391, 0.590, 0.225, 0.392, 0.385, 0.286, 0.385, 0.360, 0.541, 0.436, 0.426, 0.387

Record 2
Here is 17 unconnected molecules or ions with the total composition C20H25Cl48O5PS2 from OMol25. Energies are from the ωB97M-V functional and the def2-TZVPD basis.

Output
HOMO-LUMO gap: 9.326 eV

Geometry (Å):
Cl 4.634 3.300 -1.393
Cl -6.983 8.043 3.036
Cl 11.894 -4.250 2.544
Cl -1.270 4.009 -2.238
Cl 4.213 -5.640 0.649
Cl -2.833 6.359 -5.221
Cl -4.633 6.395 3.496
Cl 2.299 6.927 -8.697
Cl -2.684 2.849 0.024
Cl -0.078 0.517 0.699
Cl 13.919 -5.306 4.339
Cl -0.085 -0.431 -2.042
Cl -8.018 5.178 -2.611
Cl -1.787 0.742 5.111
Cl -12.117 5.146 0.346
Cl 6.089 -0.736 -5.221
Cl 6.445 -3.812 0.937
Cl 3.440 5.002 0.637
Cl 1.753 3.715 -1.345
Cl -3.808 2.652 -2.649
Cl -9.636 5.374 1.836
Cl -0.230 6.493 -3.947
Cl 3.837 8.758 -7.050
Cl -1.234 5.420 -11.496
Cl -10.759 -1.820 -0.620
Cl -0.734 7.995 -6.380
Cl -5.975 6.334 0.918
Cl 2.428 -0.055 -0.649
Cl 3.493 -0.310 -3.982
Cl -0.662 5.052 -8.677
Cl -8.525 -0.103 3.831
Cl -7.233 6.946 -4.775
Cl -11.365 0.893 6.349
Cl -9.293 -2.245 5.633
Cl 14.557 -4.826 1.547
Cl -1.585 2.808 -10.276
Cl 3.058 9.530 -9.741
Cl -3.290 2.226 3.103
Cl -6.277 7.447 -2.074
Cl -11.065 -2.793 2.102
Cl 5.705 -1.297 -2.392
Cl -11.686 1.261 3.484
Cl 3.753 -2.771 0.707
Cl -4.100 -0.457 3.811
Cl -12.506 -1.236 4.731
Cl -6.836 -2.462 4.112
Cl -10.578 2.772 0.979
Cl -13.151 -1.171 0.895
S 9.414 -8.402 0.116
S 5.958 -6.941 4.105
P 9.264 -7.498 1.789
O 8.703 -6.003 1.678
O 10.666 -7.339 2.542
O 5.906 -5.529 3.929
O 5.245 -7.634 2.883
O 5.363 -7.480 5.269
C -2.323 2.706 -1.692
C -12.350 0.505 4.937
C -10.501 4.491 0.579
C -11.418 -1.482 0.982
C 7.694 -7.429 4.147
C -6.181 6.518 2.658
C -2.732 0.637 3.626
C 2.605 8.618 -8.302
C 7.114 -9.162 2.416
C 0.737 -0.511 -0.481
C 3.215 3.576 -0.374
C -1.099 6.520 -5.478
C 4.748 -4.097 1.317
C 5.238 -0.269 -3.749
C -6.740 6.220 -3.249
C 8.243 -8.351 3.038
C -7.947 -1.360 4.927
C 6.080 -8.216 1.845
C 13.625 -4.289 2.934
C -0.645 4.298 -10.274
H -5.873 5.598 -3.437
H 4.645 -4.144 2.394
H 0.381 4.049 -10.512
H 7.493 -9.794 1.604
H 8.952 -9.037 3.528
H -9.952 4.604 -0.347
H 13.922 -3.277 3.177
H 3.102 2.719 0.275
H -1.804 1.767 -1.840
H 0.698 -1.536 -0.132
H 6.650 -9.794 3.188
H -0.765 5.673 -6.063
H 5.518 0.748 -3.508
H -13.337 0.919 5.097
H 8.764 -5.501 2.520
H 7.766 -7.954 5.108
H 1.685 9.038 -7.914
H 8.254 -6.489 4.248
H 10.841 -6.395 2.770
H -6.814 5.712 3.008
H -7.403 -0.872 5.726
H -10.937 -0.588 1.361
H -2.092 0.240 2.848
H 6.534 -7.437 1.215
H 5.394 -8.769 1.191

Forces on atoms 1 to 2 (eV/Å):
Cl 0.000 -0.032 -0.002
Cl -0.019 -0.009 0.003

Results of the Mulliken charge analysis, in e, for atoms 1 through 99: -0.124, -0.134, -0.107, 0.008, -0.151, -0.068, -0.129, -0.096, -0.012, -0.112, -0.114, -0.154, -0.112, -0.127, -0.127, -0.137, -0.104, -0.131, -0.023, -0.137, -0.109, -0.131, -0.121, -0.114, -0.142, -0.116, -0.003, -0.027, -0.096, -0.044, -0.043, -0.136, -0.106, -0.106, -0.101, -0.123, -0.129, -0.103, -0.130, -0.098, -0.060, -0.018, -0.042, -0.054, -0.080, -0.142, -0.034, -0.111, -0.408, 1.374, 0.452, -0.366, -0.405, -0.630, -0.311, -0.687, 0.474, -0.148, 0.416, 0.429, -1.109, 0.054, 0.297, 0.236, -1.138, 0.007, 0.079, 0.299, 0.049, 0.108, 0.241, 0.267, -0.039, -0.327, 0.019, -0.019, 0.108, 0.240, 0.287, 0.395, 0.490, -0.131, 0.326, 0.184, -0.279, 0.294, 0.378, 0.022, 0.178, 0.351, 0.301, 0.398, 0.111, 0.396, 0.224, 0.226, 0.339, -0.089, -0.018

Record 3
Here is a molecular structure, C3H3CdNO3 from OMol25. Energies are from the ωB97M-V functional and the def2-TZVPD basis.

Output
net charge: +2
HOMO-LUMO gap: 12.292 eV

Geometry (Å):
Cd -0.146 0.317 -0.150
O -3.435 0.734 0.729
O 1.612 3.116 0.759
O 0.026 -0.002 -3.615
N 0.723 -1.565 0.856
C -0.029 0.098 -2.449
C -2.342 0.587 0.436
C 1.035 2.181 0.457
H 1.526 -1.265 1.441
H -0.013 -1.987 1.426
H 1.041 -2.215 0.110

Forces on atoms 1 to 2 (eV/Å):
Cd 0.338 -0.737 0.303
O 3.824 -0.540 -1.019

In the Mulliken picture, each atom carries the following charge in e: 0.836, 0.030, 0.033, -0.012, -0.828, 0.285, 0.258, 0.256, 0.385, 0.377, 0.381

- Which formula does entry 3 have?
  C3H3CdNO3

- Among the records above, which one has the lowest HOMO-LUMO gap?
  C30H27N7O6PrS4